Entry 1
{"formula": "C38H34N5O9P2RuSi", "method": "the ωB97M-V functional and the def2-TZVPD basis", "lumo_energy_ev": [-0.1, -1.2], "total_charge": 0, "gap_ev": [7.0, 7.4], "spin_multiplicity": 6, "species": ["Ru", "O", "C", "N", "C", "O", "C", "C", "C", "C", "C", "N", "C", "C", "C", "C", "C", "N", "H", "H", "H", "H", "H", "H", "H", "H", "C", "C", "O", "P", "O", "O", "O", "P", "O", "O", "O", "H", "H", "H", "H", "H", "H", "H", "N", "C", "C", "C", "C", "C", "N", "C", "H", "H", "H", "H", "C", "C", "C", "C", "C", "C", "Si", "C", "C", "C", "C", "C", "C", "C", "C", "C", "C", "C", "C", "H", "H", "H", "H", "H", "H", "H", "H", "H", "H", "H", "H", "H", "H", "H"], "coordinates": [[-0.125, 0.340, 0.234], [0.330, 4.540, 0.841], [0.079, 3.376, 0.794], [0.589, 2.358, 0.016], [1.572, 2.671, -0.905], [1.921, 3.746, -1.328], [2.355, 1.464, -1.366], [3.508, 1.619, -2.101], [4.216, 0.490, -2.496], [3.708, -0.752, -2.074], [2.545, -0.801, -1.344], [1.872, 0.266, -0.971], [-1.018, 2.871, 1.763], [-1.696, 3.824, 2.520], [-2.667, 3.371, 3.411], [-2.880, 2.011, 3.531], [-2.182, 1.141, 2.741], [-1.310, 1.566, 1.810], [3.819, 2.624, -2.334], [5.112, 0.540, -3.072], [4.215, -1.697, -2.313], [2.111, -1.740, -1.059], [-1.500, 4.848, 2.378], [-3.188, 4.093, 4.000], [-3.617, 1.631, 4.229], [-2.347, 0.094, 2.724], [-0.132, -3.666, 0.195], [0.073, -3.409, 1.702], [0.278, -4.624, 2.431], [-1.460, -2.643, 2.400], [-2.479, -3.880, 2.576], [-1.043, -2.309, 3.898], [-2.045, -1.539, 1.640], [1.532, -2.286, 1.959], [1.622, -2.089, 3.574], [2.764, -2.889, 1.424], [0.965, -0.940, 1.504], [-1.020, -4.305, 0.035], [0.767, -4.106, -0.179], [-0.245, -2.740, -0.371], [1.042, -5.157, 2.117], [-2.064, -4.679, 2.939], [-0.078, -2.183, 3.991], [2.381, -2.632, 3.859], [6.622, -0.375, 3.089], [5.661, 0.012, 3.580], [4.390, 0.518, 3.989], [3.723, 0.259, 5.175], [2.504, 0.906, 5.365], [2.061, 1.801, 4.425], [2.691, 2.030, 3.284], [3.851, 1.432, 3.087], [4.090, -0.487, 5.894], [1.966, 0.724, 6.300], [1.132, 2.372, 4.510], [4.417, 1.636, 2.205], [1.745, -1.804, -5.142], [0.886, -2.597, -4.384], [-0.077, -2.003, -3.574], [-0.123, -0.642, -3.389], [0.759, 0.160, -4.127], [1.688, -0.407, -5.024], [-1.359, -0.004, -2.117], [-2.861, -1.095, -2.152], [-3.685, -1.035, -3.287], [-4.808, -1.832, -3.338], [-5.116, -2.717, -2.291], [-4.257, -2.821, -1.197], [-3.137, -2.000, -1.134], [-1.832, 1.843, -2.282], [-2.851, 2.251, -1.390], [-3.054, 3.568, -1.066], [-2.239, 4.549, -1.625], [-1.245, 4.183, -2.520], [-1.062, 2.851, -2.883], [2.442, -2.255, -5.821], [0.872, -3.683, -4.491], [-0.812, -2.636, -3.100], [0.774, 1.222, -3.926], [2.372, 0.250, -5.527], [-3.448, -0.345, -4.084], [-5.475, -1.798, -4.186], [-6.015, -3.313, -2.300], [-4.531, -3.496, -0.390], [-2.447, -2.049, -0.305], [-3.515, 1.462, -1.051], [-3.842, 3.854, -0.357], [-2.343, 5.563, -1.303], [-0.566, 4.894, -2.930], [-0.225, 2.636, -3.536]]}

Entry 2
{"formula": "C38H34N5O9P2RuSi", "method": "the ωB97M-V functional and the def2-TZVPD basis", "lumo_energy_ev": [-0.1, -1.3], "total_charge": 0, "gap_ev": [6.8, 7.0], "spin_multiplicity": 6, "species": ["Ru", "O", "C", "N", "C", "O", "C", "C", "C", "C", "C", "N", "C", "C", "C", "C", "C", "N", "H", "H", "H", "H", "H", "H", "H", "H", "C", "C", "O", "P", "O", "O", "O", "P", "O", "O", "O", "H", "H", "H", "H", "H", "H", "H", "N", "C", "C", "C", "C", "C", "N", "C", "H", "H", "H", "H", "C", "C", "C", "C", "C", "C", "Si", "C", "C", "C", "C", "C", "C", "C", "C", "C", "C", "C", "C", "H", "H", "H", "H", "H", "H", "H", "H", "H", "H", "H", "H", "H", "H", "H"], "coordinates": [[-0.680, 1.552, 0.137], [-4.901, 0.664, 0.532], [-3.697, 0.739, 0.647], [-2.815, 1.224, -0.316], [-3.225, 1.266, -1.626], [-4.349, 1.293, -2.074], [-2.065, 1.115, -2.612], [-2.328, 0.952, -3.949], [-1.279, 0.713, -4.856], [-0.018, 0.547, -4.327], [0.162, 0.671, -2.963], [-0.809, 0.987, -2.113], [-3.032, 0.363, 2.025], [-3.784, -0.267, 3.004], [-3.158, -0.501, 4.223], [-1.829, -0.151, 4.400], [-1.150, 0.427, 3.347], [-1.709, 0.638, 2.154], [-3.369, 1.013, -4.246], [-1.494, 0.544, -5.890], [0.835, 0.202, -4.897], [1.144, 0.591, -2.477], [-4.827, -0.447, 2.751], [-3.688, -0.958, 5.065], [-1.293, -0.373, 5.308], [-0.084, 0.695, 3.439], [2.200, 4.833, -0.167], [1.355, 4.787, 1.088], [1.538, 6.006, 1.795], [-0.462, 4.790, 0.552], [-0.689, 6.283, 0.078], [-1.297, 4.548, 1.872], [-0.798, 3.798, -0.527], [1.560, 3.261, 2.083], [3.117, 3.027, 2.409], [0.779, 3.391, 3.351], [1.114, 2.189, 1.055], [1.989, 5.770, -0.738], [1.994, 3.962, -0.807], [3.227, 4.856, 0.140], [1.264, 5.857, 2.757], [-0.060, 6.931, 0.489], [-0.806, 4.116, 2.602], [3.357, 3.017, 3.342], [5.791, 2.112, 2.398], [5.315, 2.139, 1.348], [4.784, 2.224, 0.014], [5.292, 3.138, -0.860], [4.661, 3.212, -2.111], [3.610, 2.371, -2.443], [3.081, 1.517, -1.557], [3.618, 1.490, -0.347], [6.166, 3.749, -0.609], [5.085, 3.858, -2.815], [3.235, 2.293, -3.453], [3.164, 0.926, 0.403], [-4.368, -2.261, -2.217], [-3.148, -2.148, -2.874], [-1.925, -2.201, -2.181], [-1.908, -2.509, -0.818], [-3.208, -2.676, -0.220], [-4.428, -2.585, -0.889], [-0.266, -2.490, 0.030], [0.981, -3.331, -1.110], [2.339, -3.066, -1.101], [3.206, -3.966, -1.745], [2.763, -5.098, -2.397], [1.390, -5.359, -2.430], [0.534, -4.467, -1.841], [-0.287, -3.402, 1.614], [0.492, -4.550, 1.821], [0.359, -5.344, 2.957], [-0.507, -4.922, 3.947], [-1.318, -3.804, 3.754], [-1.178, -3.029, 2.608], [-5.264, -2.224, -2.841], [-3.144, -1.810, -3.905], [-0.975, -2.059, -2.729], [-3.254, -2.887, 0.819], [-5.385, -2.733, -0.357], [2.757, -2.252, -0.527], [4.291, -3.842, -1.692], [3.400, -5.803, -2.893], [0.994, -6.212, -2.927], [-0.546, -4.710, -1.928], [1.201, -4.836, 1.037], [0.978, -6.228, 3.085], [-0.545, -5.502, 4.893], [-2.056, -3.545, 4.481], [-1.717, -2.103, 2.548]]}

entry 1 is the most stable structure shown above.